No. 1
{"formula": "C6H12O", "method": "wB97M-V/def2-TZVPD", "e_lumo_ev": 0.93, "largest_force_ev_per_a": 0.716, "homo_ev": -8.03, "mol_weight_g_mol": 100.16, "spin_multiplicity": 1, "charge": 0, "homo_lumo_gap_ev": 9.0, "symbols": ["C", "C", "C", "O", "C", "C", "C", "H", "H", "H", "H", "H", "H", "H", "H", "H", "H", "H", "H"], "xyz": [[0.629639, 1.506845, -0.065247], [1.422294, -0.955617, 0.380435], [1.787972, -2.279227, -0.258455], [0.119922, -0.866573, 0.273602], [-0.467760, 0.476156, 0.163829], [-1.299164, 0.839128, 1.384982], [-1.342817, 0.283142, -1.072603], [1.343979, 1.151121, -0.811919], [1.193386, 1.695985, 0.851190], [0.176185, 2.437025, -0.418318], [1.208947, -2.384623, -1.187967], [1.576377, -3.158304, 0.362515], [2.850644, -2.279431, -0.506739], [-1.704779, 1.845784, 1.228856], [-2.143265, 0.158381, 1.532387], [-0.688165, 0.864464, 2.292336], [-2.152802, -0.421382, -0.853955], [-0.737917, -0.141330, -1.880715], [-1.772681, 1.228458, -1.414223]], "forces_ev_per_a": [[-0.025, 0.114, -0.034], [-0.406, -0.479, -0.344], [0.160, -0.075, 0.069], [0.514, -0.030, -0.012], [-0.137, 0.323, -0.051], [-0.011, -0.034, 0.061], [-0.057, 0.075, -0.085], [-0.132, 0.132, 0.029], [-0.080, -0.010, -0.156], [-0.024, -0.044, 0.087], [0.060, -0.042, 0.195], [-0.034, 0.164, 0.089], [-0.059, -0.073, 0.143], [0.038, -0.168, 0.048], [0.179, 0.002, -0.030], [-0.034, -0.068, -0.138], [0.126, 0.130, -0.044], [-0.101, 0.147, 0.070], [0.022, -0.064, 0.103]]}

=====

No. 2
{"formula": "C8H16N4O2", "method": "wB97M-V/def2-TZVPD", "e_lumo_ev": 0.57, "largest_force_ev_per_a": 2.966, "homo_ev": -7.73, "mol_weight_g_mol": 200.24, "spin_multiplicity": 1, "charge": 0, "homo_lumo_gap_ev": 8.3, "symbols": ["C", "N", "C", "N", "C", "C", "C", "C", "N", "C", "O", "O", "N", "C", "H", "H", "H", "H", "H", "H", "H", "H", "H", "H", "H", "H", "H", "H", "H", "H"], "xyz": [[0.975816, 3.170969, 2.097029], [-0.090129, 2.268525, 1.605134], [0.160872, 1.085498, 1.073095], [1.476653, 0.671642, 1.016515], [1.881388, -0.727898, 0.803969], [0.660496, -1.631577, 0.786758], [-0.444358, -1.032977, -0.085130], [-0.004249, -0.841170, -1.546522], [0.685888, -2.070796, -2.009745], [-1.234153, -0.604414, -2.466842], [-1.345897, 0.506431, -2.959098], [-2.034159, -1.641245, -2.789188], [-0.827687, 0.238343, 0.569347], [-2.229948, 0.672469, 0.573332], [1.834593, 3.084721, 1.444688], [1.269522, 2.905664, 3.129369], [0.698514, 4.208880, 2.047779], [2.100888, 1.272662, 1.564071], [2.389232, -0.815010, -0.163073], [2.582067, -1.100047, 1.539638], [0.949793, -2.629483, 0.476734], [0.335508, -1.698187, 1.822264], [-1.309385, -1.713035, -0.061997], [0.618384, 0.055853, -1.633611], [-0.003934, -2.843245, -2.162410], [1.204983, -1.856288, -2.860569], [-2.539525, -1.237030, -3.468234], [-2.787167, 0.063650, -0.135341], [-2.672020, 0.540386, 1.570826], [-2.301986, 1.696711, 0.221212]], "forces_ev_per_a": [[-0.417, -2.040, -0.424], [-1.065, -0.994, -0.798], [0.391, 2.380, 1.420], [0.621, -0.886, 0.199], [-0.241, 0.257, -1.020], [0.390, 0.065, 0.219], [0.120, 0.513, 1.148], [-1.159, -1.633, -0.414], [-0.355, 0.060, 0.041], [1.880, 2.281, 0.241], [-0.775, -1.283, 0.058], [1.325, -0.024, 1.372], [0.201, 0.257, -0.287], [0.572, -0.219, 0.031], [0.715, 0.175, -0.117], [-0.032, 0.203, -0.287], [-0.579, 0.266, 0.130], [-0.507, -0.727, -0.508], [0.047, 0.037, 0.028], [0.137, 0.256, 0.439], [0.031, -0.041, -0.208], [-0.535, -0.059, 0.028], [0.104, 0.282, 0.060], [-0.056, -0.378, -0.097], [0.980, 1.077, -0.057], [-0.365, -0.413, 0.127], [-1.477, 0.299, -1.374], [0.031, -0.193, -0.007], [0.051, 0.298, -0.246], [-0.036, 0.187, 0.303]]}